Record 1
{"formula": "C29H79BN6O6P", "method": "ωB97M-V/def2-TZVPD", "species": ["C", "C", "C", "B", "N", "C", "C", "C", "C", "O", "P", "C", "C", "H", "H", "H", "H", "H", "H", "H", "H", "H", "H", "H", "H", "H", "H", "H", "H", "H", "H", "H", "H", "H", "H", "H", "H", "C", "C", "C", "O", "C", "N", "H", "H", "H", "H", "H", "H", "H", "H", "H", "H", "H", "C", "C", "C", "O", "C", "N", "H", "H", "H", "H", "H", "H", "H", "H", "H", "H", "H", "C", "C", "C", "O", "C", "N", "H", "H", "H", "H", "H", "H", "H", "H", "H", "H", "H", "C", "C", "C", "O", "C", "N", "H", "H", "H", "H", "H", "H", "H", "H", "H", "H", "H", "C", "C", "C", "O", "C", "N", "H", "H", "H", "H", "H", "H", "H", "H", "H", "H", "H"], "xyz": [[0.85, 1.40, 2.86], [-0.39, 2.28, 2.75], [-0.44, 3.13, 1.46], [-0.09, 4.71, 1.70], [1.22, 4.79, 2.52], [-1.24, 5.60, 2.51], [-2.49, 4.90, 3.09], [-3.54, 4.40, 2.08], [-3.59, 5.19, 0.79], [-4.69, 4.78, -0.05], [0.17, 5.64, -0.15], [-0.47, 4.48, -1.46], [1.97, 5.37, -0.51], [1.07, 0.91, 1.91], [0.73, 0.62, 3.62], [1.72, 2.00, 3.12], [-1.28, 1.64, 2.83], [-0.40, 2.94, 3.61], [-1.43, 3.02, 0.99], [0.26, 2.69, 0.74], [2.02, 4.39, 2.04], [1.48, 5.75, 2.73], [-0.73, 6.07, 3.36], [-1.58, 6.44, 1.90], [-2.99, 5.56, 3.81], [-2.16, 4.04, 3.68], [-3.36, 3.35, 1.83], [-4.55, 4.44, 2.52], [-3.74, 6.26, 0.98], [-2.65, 5.10, 0.24], [-4.46, 3.92, -0.40], [-0.34, 3.42, -1.22], [0.05, 4.68, -2.41], [-1.53, 4.66, -1.63], [2.17, 5.60, -1.56], [2.34, 4.35, -0.30], [2.56, 6.07, 0.09], [-3.23, 1.53, 5.44], [-3.34, 0.44, 4.38], [-4.70, -0.27, 4.32], [-4.94, -1.20, 5.36], [-5.42, -0.65, 6.57], [-2.22, -0.49, 4.55], [-3.15, 1.11, 6.44], [-2.34, 2.13, 5.25], [-4.10, 2.19, 5.41], [-3.21, 0.92, 3.40], [-4.74, -0.86, 3.40], [-5.51, 0.47, 4.29], [-6.10, 0.18, 6.38], [-4.61, -0.29, 7.22], [-5.96, -1.44, 7.09], [-2.19, -1.14, 3.77], [-2.40, -1.05, 5.38], [-1.04, -6.66, 4.62], [-1.31, -6.28, 3.16], [-1.50, -4.78, 2.93], [-2.74, -4.25, 3.37], [-2.80, -3.90, 4.74], [-2.43, -7.08, 2.66], [-1.95, -6.58, 5.22], [-0.69, -7.69, 4.67], [-0.29, -6.00, 5.06], [-0.43, -6.55, 2.57], [-1.47, -4.59, 1.86], [-0.67, -4.22, 3.39], [-1.83, -3.53, 5.09], [-3.10, -4.74, 5.38], [-3.53, -3.10, 4.84], [-2.55, -6.92, 1.67], [-3.29, -6.73, 3.09], [1.87, -4.37, -2.05], [2.13, -4.09, -0.57], [2.03, -5.34, 0.31], [0.70, -5.80, 0.53], [0.16, -6.63, -0.47], [1.29, -2.98, -0.14], [0.81, -4.51, -2.24], [2.19, -3.51, -2.65], [2.41, -5.25, -2.40], [3.17, -3.75, -0.47], [2.42, -5.10, 1.30], [2.63, -6.15, -0.11], [0.93, -7.28, -0.91], [-0.31, -6.07, -1.27], [-0.59, -7.26, 0.01], [1.54, -2.66, 0.78], [0.32, -3.29, -0.08], [4.76, -4.38, -7.25], [5.08, -4.17, -5.78], [4.93, -5.43, -4.93], [3.59, -5.82, -4.68], [2.98, -6.63, -5.66], [4.30, -3.04, -5.28], [3.68, -4.47, -7.41], [5.10, -3.52, -7.83], [5.23, -5.28, -7.65], [6.13, -3.89, -5.70], [5.36, -5.24, -3.94], [5.48, -6.27, -5.38], [3.70, -7.33, -6.10], [2.55, -6.04, -6.47], [2.19, -7.20, -5.18], [4.60, -2.78, -4.35], [3.33, -3.31, -5.19], [1.49, 6.29, -7.10], [2.29, 5.39, -6.17], [1.80, 5.42, -4.72], [2.13, 6.60, -4.02], [1.19, 7.66, -4.12], [3.71, 5.71, -6.30], [1.73, 7.34, -6.93], [1.73, 6.07, -8.14], [0.41, 6.16, -6.96], [2.16, 4.36, -6.51], [2.30, 4.61, -4.17], [0.72, 5.24, -4.67], [0.17, 7.27, -4.20], [1.39, 8.30, -4.98], [1.26, 8.24, -3.21], [4.26, 5.03, -5.78], [3.88, 6.60, -5.83]], "orbital_gap_ha": 0.182, "charge": -1, "e_above_lowest_ev": 0.000}

Record 2
{"formula": "C29H79N5O8", "method": "ωB97M-V/def2-TZVPD", "species": ["C", "C", "C", "O", "C", "N", "H", "H", "H", "H", "H", "H", "H", "H", "H", "H", "H", "C", "C", "C", "O", "C", "N", "H", "H", "H", "H", "H", "H", "H", "H", "H", "H", "H", "C", "C", "C", "O", "C", "N", "H", "H", "H", "H", "H", "H", "H", "H", "H", "H", "H", "C", "C", "C", "O", "C", "N", "H", "H", "H", "H", "H", "H", "H", "H", "H", "H", "H", "C", "C", "C", "O", "C", "N", "H", "H", "H", "H", "H", "H", "H", "H", "H", "H", "H", "C", "C", "C", "O", "H", "H", "H", "H", "H", "H", "H", "H", "C", "C", "C", "O", "H", "H", "H", "H", "H", "H", "H", "H", "C", "C", "C", "O", "H", "H", "H", "H", "H", "H", "H", "H"], "xyz": [[16.54, 10.21, 8.21], [16.38, 9.29, 9.41], [16.53, 7.81, 9.09], [15.43, 7.38, 8.33], [15.50, 6.07, 7.82], [17.35, 9.71, 10.32], [15.76, 10.06, 7.48], [17.58, 10.11, 7.87], [16.48, 11.29, 8.55], [15.40, 9.48, 9.83], [16.46, 7.26, 10.02], [17.52, 7.67, 8.61], [15.45, 5.21, 8.54], [16.45, 5.99, 7.30], [14.74, 6.07, 7.04], [17.09, 9.67, 11.32], [17.66, 10.67, 10.28], [13.01, 17.25, 11.69], [11.61, 17.82, 11.93], [10.65, 16.97, 11.04], [9.34, 17.56, 11.16], [8.45, 16.94, 10.29], [11.22, 17.67, 13.37], [13.32, 17.43, 10.67], [13.02, 16.20, 11.89], [13.72, 17.71, 12.37], [11.53, 18.86, 11.63], [10.68, 15.89, 11.36], [10.95, 17.04, 9.97], [8.83, 17.06, 9.28], [7.54, 17.51, 10.42], [8.29, 15.87, 10.45], [10.20, 17.72, 13.43], [11.67, 18.37, 13.94], [16.19, 18.18, 13.62], [17.66, 17.84, 14.11], [17.62, 16.78, 15.20], [18.91, 16.54, 15.71], [18.96, 15.49, 16.59], [18.45, 17.41, 12.95], [15.72, 17.26, 13.25], [16.32, 18.81, 12.73], [15.53, 18.59, 14.38], [18.11, 18.71, 14.55], [17.20, 15.89, 14.65], [16.92, 16.97, 16.00], [18.71, 14.56, 16.14], [18.29, 15.50, 17.46], [20.01, 15.49, 16.93], [18.66, 18.23, 12.41], [19.30, 17.14, 13.42], [12.61, 12.65, 11.36], [12.20, 11.19, 11.19], [11.09, 10.96, 10.17], [10.72, 9.60, 10.34], [10.04, 8.99, 9.27], [13.39, 10.39, 10.99], [12.92, 13.11, 10.41], [13.49, 12.75, 12.02], [11.80, 13.19, 11.88], [11.85, 10.82, 12.18], [11.49, 11.08, 9.15], [10.29, 11.67, 10.38], [9.99, 7.97, 9.53], [10.52, 9.13, 8.28], [9.03, 9.43, 9.20], [14.12, 10.81, 10.39], [13.22, 9.45, 10.63], [20.86, 14.57, 9.31], [20.14, 15.56, 10.23], [18.91, 16.14, 9.53], [19.34, 16.82, 8.37], [18.28, 17.46, 7.75], [19.68, 14.85, 11.42], [21.81, 14.18, 9.70], [21.07, 15.04, 8.34], [20.15, 13.74, 9.08], [20.83, 16.41, 10.48], [18.47, 16.83, 10.26], [18.17, 15.39, 9.29], [17.56, 16.76, 7.29], [18.61, 18.19, 7.04], [17.80, 18.00, 8.58], [19.44, 15.52, 12.11], [20.47, 14.37, 11.89], [12.66, 14.39, 15.11], [11.23, 14.34, 14.66], [10.23, 14.99, 15.63], [11.14, 14.88, 13.38], [13.29, 14.02, 14.31], [12.69, 13.79, 16.00], [12.95, 15.45, 15.34], [10.88, 13.30, 14.66], [10.54, 16.03, 15.83], [10.14, 14.42, 16.53], [9.26, 15.06, 15.15], [11.28, 15.86, 13.38], [14.14, 10.74, 14.57], [15.46, 10.23, 14.01], [16.22, 9.35, 15.00], [15.29, 9.36, 12.86], [13.50, 9.92, 14.84], [13.61, 11.42, 13.94], [14.42, 11.22, 15.49], [16.09, 11.12, 13.77], [15.55, 8.63, 15.45], [16.72, 9.97, 15.79], [17.02, 8.84, 14.47], [14.62, 9.79, 12.28], [17.27, 13.42, 13.45], [16.71, 13.13, 12.06], [15.96, 14.36, 11.48], [17.69, 12.67, 11.19], [17.88, 12.54, 13.76], [16.50, 13.53, 14.25], [17.86, 14.30, 13.46], [16.03, 12.27, 12.11], [15.53, 13.98, 10.54], [16.56, 15.26, 11.40], [15.17, 14.59, 12.22], [18.37, 13.35, 10.97]], "orbital_gap_ha": 0.318, "e_above_lowest_ev": 0.000, "smiles": "COC[C@H](C)N.COC[C@H](C)N.COC[C@H](C)N.COC[C@H](C)N.COC[C@H](C)N.CC(C)O.CC(C)O.CC(C)O"}

Record 3
{"formula": "C29H81F6NO18S2V2", "method": "ωB97M-V/def2-TZVPD", "species": ["V", "V", "C", "O", "H", "H", "H", "C", "F", "F", "F", "S", "O", "O", "N", "S", "O", "O", "C", "F", "F", "F", "C", "C", "O", "H", "H", "H", "H", "H", "H", "C", "C", "O", "H", "H", "H", "H", "H", "H", "C", "C", "O", "H", "H", "H", "H", "H", "H", "C", "C", "O", "H", "H", "H", "H", "H", "H", "C", "C", "O", "H", "H", "H", "H", "H", "H", "C", "C", "O", "H", "H", "H", "H", "H", "H", "C", "C", "O", "H", "H", "H", "H", "H", "H", "C", "C", "O", "H", "H", "H", "H", "H", "H", "C", "C", "O", "H", "H", "H", "H", "H", "H", "C", "C", "O", "H", "H", "H", "H", "H", "H", "C", "C", "O", "H", "H", "H", "H", "H", "H", "C", "C", "O", "H", "H", "H", "H", "H", "H", "C", "C", "O", "H", "H", "H", "H", "H", "H"], "xyz": [[-4.67, 36.49, -11.52], [-5.12, 39.05, -9.21], [-3.02, 36.24, -8.61], [-4.13, 36.86, -9.23], [-3.41, 35.37, -8.08], [-2.33, 35.88, -9.38], [-2.48, 36.91, -7.94], [-7.53, 35.08, -8.43], [-7.16, 33.94, -9.15], [-8.77, 34.86, -7.93], [-6.66, 35.38, -7.50], [-7.64, 36.59, -9.65], [-9.09, 36.95, -9.71], [-6.82, 37.68, -9.07], [-6.74, 35.99, -11.08], [-7.96, 35.42, -11.96], [-7.43, 34.59, -13.06], [-9.08, 34.79, -11.31], [-8.68, 37.04, -12.78], [-8.07, 37.21, -13.92], [-10.00, 36.97, -12.94], [-8.45, 38.15, -12.08], [-4.86, 34.66, -5.42], [-4.94, 33.44, -6.30], [-4.85, 32.26, -5.49], [-5.69, 34.66, -4.72], [-4.97, 35.48, -6.13], [-3.92, 34.84, -4.89], [-4.13, 33.44, -7.03], [-5.84, 33.28, -6.90], [-5.73, 32.03, -5.19], [-6.07, 40.07, -5.24], [-6.22, 38.81, -6.15], [-5.08, 38.72, -7.01], [-5.24, 40.28, -4.56], [-6.97, 40.21, -4.65], [-6.04, 40.93, -5.91], [-7.18, 38.76, -6.68], [-6.18, 37.94, -5.50], [-4.38, 39.11, -6.47], [-11.24, 35.02, -15.32], [-12.09, 35.40, -16.45], [-11.47, 34.98, -17.64], [-11.73, 35.03, -14.35], [-10.36, 35.66, -15.34], [-10.97, 33.96, -15.40], [-12.45, 36.43, -16.34], [-13.03, 34.86, -16.30], [-12.09, 35.06, -18.36], [-8.72, 40.78, -14.44], [-9.45, 41.32, -13.25], [-10.42, 42.35, -13.70], [-9.39, 40.13, -14.99], [-7.73, 40.36, -14.24], [-8.58, 41.58, -15.17], [-8.78, 41.85, -12.57], [-9.90, 40.56, -12.60], [-11.06, 41.85, -14.22], [-6.92, 42.74, -8.26], [-6.74, 41.80, -9.38], [-6.79, 40.47, -8.87], [-7.82, 42.49, -7.70], [-7.09, 43.75, -8.62], [-6.04, 42.76, -7.63], [-5.76, 41.94, -9.82], [-7.53, 41.89, -10.13], [-7.72, 40.39, -8.65], [-10.13, 38.76, -6.90], [-9.54, 40.15, -7.01], [-9.30, 40.11, -8.35], [-10.45, 38.59, -5.87], [-9.48, 37.93, -7.17], [-11.14, 38.55, -7.27], [-8.64, 40.23, -6.41], [-10.25, 40.97, -6.88], [-10.08, 40.33, -8.86], [-13.27, 40.21, -11.59], [-12.57, 38.92, -11.13], [-11.48, 39.25, -10.28], [-12.74, 40.50, -12.50], [-13.06, 40.95, -10.82], [-14.34, 40.02, -11.70], [-12.25, 38.28, -11.96], [-13.29, 38.36, -10.54], [-10.94, 38.48, -10.10], [-3.92, 37.01, -15.47], [-5.35, 36.85, -14.92], [-5.04, 36.13, -13.73], [-3.29, 37.71, -14.91], [-3.95, 37.33, -16.51], [-3.39, 36.06, -15.50], [-6.00, 36.22, -15.52], [-5.82, 37.82, -14.74], [-5.00, 35.19, -13.96], [-2.47, 33.03, -10.53], [-3.98, 33.35, -10.75], [-4.06, 34.37, -11.74], [-1.86, 33.91, -10.31], [-1.99, 32.60, -11.40], [-2.30, 32.33, -9.72], [-4.39, 33.67, -9.79], [-4.51, 32.43, -10.99], [-3.91, 33.93, -12.58], [-11.86, 34.66, -7.95], [-12.44, 33.82, -6.83], [-13.04, 34.71, -5.90], [-12.66, 35.12, -8.52], [-11.10, 34.19, -8.57], [-11.31, 35.49, -7.52], [-11.70, 33.23, -6.29], [-13.19, 33.10, -7.16], [-13.60, 34.23, -5.28], [-9.13, 35.45, -4.99], [-9.37, 34.01, -4.59], [-8.50, 33.68, -3.45], [-9.31, 36.17, -4.19], [-9.80, 35.81, -5.77], [-8.09, 35.64, -5.22], [-9.05, 33.30, -5.34], [-10.44, 33.92, -4.40], [-8.26, 32.75, -3.45], [-8.19, 31.44, -12.27], [-9.47, 32.14, -12.66], [-10.26, 31.20, -13.32], [-7.49, 31.07, -13.01], [-8.50, 30.58, -11.68], [-7.63, 31.99, -11.51], [-9.25, 32.97, -13.33], [-9.93, 32.38, -11.71], [-10.65, 31.64, -14.08], [-2.68, 32.77, -14.70], [-4.16, 32.40, -15.03], [-5.00, 32.71, -13.97], [-2.65, 33.74, -14.21], [-2.06, 32.68, -15.59], [-2.27, 32.03, -14.02], [-4.25, 31.37, -15.39], [-4.57, 33.01, -15.84], [-5.87, 32.29, -13.97]], "s2": 15.7574, "orbital_gap_ha": [0.218, 0.317], "charge": 1, "spin_multiplicity": 8}

| no. | molecular weight (g mol⁻¹) |
| --- | --- |
| 1 | 649.8 |
| 2 | 626.0 |
| 3 | 1012.0 |